Computed, not measured: one molecule with the formula C15H23N5O3 in a non-equilibrium geometry, with ωB97M-V with the def2-TZVPD basis set.

XYZ file:
```
46
Properties=species:S:1:pos:R:3
H 2.383 2.772 -1.089
N 2.333 2.013 -0.396
C 3.344 1.274 -0.791
N 3.987 1.421 -1.960
N 3.683 0.122 -0.100
C 3.089 -0.059 1.227
C 2.777 -1.494 1.620
C 1.948 -2.204 0.508
C 0.512 -1.818 0.287
N -0.344 -1.821 1.523
C -0.122 -2.710 -0.743
O 0.449 -3.638 -1.293
N -1.436 -2.426 -1.027
C -2.098 -1.299 -0.503
C -2.057 -0.035 -1.413
C -2.140 1.345 -0.732
C -3.336 2.005 -0.518
C -3.388 3.205 0.190
C -2.204 3.768 0.684
C -1.015 3.107 0.553
C -0.984 1.944 -0.207
C -3.522 -1.694 -0.109
O -4.190 -2.542 -0.645
O -3.962 -1.028 0.960
H 3.737 2.111 -2.639
H 4.841 0.802 -2.151
H 4.664 -0.127 -0.170
H 3.717 0.445 2.024
H 2.157 0.529 1.164
H 3.823 -1.965 1.810
H 2.193 -1.540 2.614
H 1.892 -3.300 0.678
H 2.463 -2.063 -0.416
H 0.407 -0.753 -0.020
H 0.004 -1.130 2.243
H -0.415 -2.808 1.990
H -1.816 -3.026 -1.773
H -1.664 -0.924 0.468
H -2.829 -0.131 -2.190
H -1.080 -0.079 -1.959
H -4.218 1.555 -0.931
H -4.343 3.730 0.210
H -2.222 4.778 1.149
H -0.138 3.580 0.934
H -0.032 1.399 -0.218
H -4.849 -1.291 1.158
```

LUMO level ... 0.5 eV
Highest occupied orbital energy ... -8.875 eV
Gap between HOMO and LUMO ... 9.40 eV
Largest force on an atom ... 3.762 eV/Å
Energy relative to the best compared isomer or geometry (same formula, charge and spin) ... 37.2 kcal per mole


Computed, not measured: one molecule with the formula C15H23N7O2 in a non-equilibrium geometry, with ωB97M-V with the def2-TZVPD basis set.

XYZ file:
```
47
Properties=species:S:1:pos:R:3
C -2.026 -3.812 0.721
O -0.630 -3.671 0.710
C -0.073 -3.751 -0.584
C 1.454 -3.794 -0.491
C 2.006 -2.797 0.533
N 1.514 -1.460 0.299
C 2.328 -0.408 0.083
N 3.616 -0.625 -0.016
C 4.379 0.485 -0.030
N 5.681 0.614 -0.107
O 5.923 1.932 0.043
N 4.806 2.661 0.213
C 3.816 1.804 0.166
N 2.484 2.020 0.184
C 1.747 0.949 0.046
N 0.395 1.106 -0.018
C -0.430 0.407 -0.986
C -1.810 0.157 -0.357
N -2.429 1.370 0.116
C -3.071 2.217 -0.882
C -2.967 3.652 -0.343
C -2.337 3.497 1.046
C -1.555 2.192 0.934
C -0.166 2.405 0.304
H -2.341 -3.723 1.758
H -2.330 -4.791 0.331
H -2.512 -3.031 0.122
H -0.436 -4.655 -1.097
H -0.401 -2.882 -1.179
H 1.866 -3.586 -1.478
H 1.770 -4.791 -0.185
H 3.094 -2.760 0.469
H 1.704 -3.118 1.533
H 0.572 -1.280 0.606
H 0.040 -0.522 -1.305
H -0.548 1.044 -1.876
H -2.474 -0.320 -1.081
H -1.698 -0.511 0.505
H -2.601 2.137 -1.871
H -4.112 1.894 -0.983
H -2.329 4.257 -0.986
H -3.940 4.135 -0.290
H -3.114 3.387 1.801
H -1.701 4.338 1.313
H -1.424 1.699 1.904
H 0.503 2.905 1.003
H -0.245 3.023 -0.598
```

LUMO level ... -0.2 eV
Highest occupied orbital energy ... -8.336 eV
Gap between HOMO and LUMO ... 8.17 eV
Largest force on an atom ... 1.832 eV/Å
Energy relative to the best compared isomer or geometry (same formula, charge and spin) ... 73.5 kcal per mole


Computed, not measured: one molecule with the formula C15H23NO2 in a non-equilibrium geometry, with ωB97M-V with the def2-TZVPD basis set.

XYZ file:
```
41
Properties=species:S:1:pos:R:3
C 4.664 1.837 -0.717
C 4.820 0.315 -0.631
C 3.738 -0.321 -1.439
C 2.199 -0.042 -1.087
C 1.676 -0.326 0.584
C 1.806 -1.849 0.861
C 1.342 -1.671 2.265
C 0.387 0.487 0.528
O 0.252 1.533 1.164
N -0.592 -0.251 0.073
C -2.051 0.312 0.097
C -2.584 1.209 0.824
C -3.886 1.462 0.519
C -4.728 0.713 0.033
C -6.119 0.980 -0.128
C -4.194 -0.692 -0.738
O -5.082 -1.238 -1.212
C -2.960 -0.664 -0.684
H 5.454 2.344 -0.305
H 3.598 2.380 -0.259
H 4.708 2.023 -1.697
H 4.620 0.084 0.260
H 5.634 -0.020 -0.711
H 3.692 -0.281 -2.474
H 3.744 -1.283 -1.224
H 1.491 -0.776 -1.839
H 1.939 0.952 -1.269
H 2.446 0.239 1.013
H 2.791 -2.053 0.670
H 1.224 -2.244 0.213
H 1.297 -2.910 2.716
H 0.304 -1.554 2.468
H 1.919 -1.121 2.924
H -0.319 -1.038 -0.413
H -1.820 1.758 1.263
H -4.308 2.305 1.213
H -6.511 1.844 0.564
H -6.598 0.929 -1.191
H -6.880 0.142 0.554
H -4.649 -2.038 -1.477
H -2.462 -1.475 -1.311
```

LUMO level ... 0.4 eV
Highest occupied orbital energy ... -8.330 eV
Gap between HOMO and LUMO ... 8.77 eV
Largest force on an atom ... 18.330 eV/Å
Energy relative to the best compared isomer or geometry (same formula, charge and spin) ... 313.2 kcal per mole


Computed, not measured: C15H24AuBCl2F4NSeSi as an isolated structure in a non-equilibrium geometry, with ωB97M-V with the def2-TZVPD basis set.

XYZ file:
```
50
Properties=species:S:1:pos:R:3
Au -0.016 -0.159 0.973
Cl 4.598 -2.053 -0.234
C 3.869 -0.636 0.518
Cl 2.850 0.231 -0.643
H 4.672 0.020 0.851
H 3.246 -0.976 1.353
F -2.541 -0.629 1.045
B -3.669 -1.212 0.420
F -4.811 -0.700 0.978
F -3.616 -0.960 -0.934
F -3.604 -2.586 0.632
C 1.110 5.186 -1.345
Si 0.170 4.832 0.285
C 0.938 5.895 1.678
C -1.661 5.334 0.088
C 0.244 3.018 0.666
C 0.166 1.828 0.874
H 1.008 6.224 -1.648
H 0.735 4.572 -2.158
H 2.170 4.978 -1.241
H 0.860 6.956 1.454
H 1.990 5.668 1.818
H 0.436 5.722 2.624
H -1.766 6.368 -0.230
H -2.193 5.218 1.027
H -2.162 4.711 -0.647
Se 1.279 -1.349 2.759
C 1.411 -4.327 0.102
N 0.483 -3.867 1.133
C 0.320 -4.839 2.211
C -0.839 -3.443 0.598
C -0.723 -2.702 -0.702
C -1.042 -3.358 -1.889
C -0.959 -2.710 -3.106
C -0.534 -1.394 -3.144
C -0.213 -0.736 -1.966
C -0.304 -1.380 -0.748
H 2.349 -4.625 0.567
H 1.612 -3.515 -0.594
H 0.985 -5.170 -0.444
H 0.905 -2.994 1.605
H -0.167 -5.742 1.838
H -0.290 -4.400 3.000
H 1.297 -5.094 2.622
H -1.308 -2.796 1.343
H -1.472 -4.323 0.468
H -1.370 -4.388 -1.849
H -1.241 -3.226 -4.016
H -0.458 -0.863 -4.081
H 0.096 0.299 -2.006
```

Multiplicity ... 3
LUMO level (alpha / beta) ... 2.3 / 0.9 eV
Highest occupied orbital energy (alpha / beta) ... -4.804 / -5.134 eV
Gap between HOMO and LUMO (alpha / beta) ... 7.08 / 6.05 eV
Total charge ... -1
Largest force on an atom ... 1.940 eV/Å
Energy relative to the best compared isomer or geometry (same formula, charge and spin) ... 5.1 kcal per mole


Computed, not measured: C15H24BHfNS4Se as an isolated structure in a non-equilibrium geometry, with ωB97M-V with the def2-TZVPD basis set.

XYZ file:
```
47
Properties=species:S:1:pos:R:3
Hf 0.087 -0.557 0.073
C -1.171 2.442 -1.517
C -2.112 1.439 -2.093
S -1.319 -0.262 -2.075
C -2.749 -1.305 -1.688
C -2.467 -2.589 -0.984
S -1.453 -2.570 0.589
C -3.031 -2.138 1.590
C -3.212 -0.656 1.954
S -1.687 0.310 1.987
C -2.617 1.821 1.703
C -1.714 2.895 1.283
S -0.360 2.311 0.113
H -1.819 3.324 -1.394
H -0.413 2.657 -2.226
H -2.421 1.693 -3.088
H -3.022 1.429 -1.511
H -3.151 -1.535 -2.696
H -3.549 -0.744 -1.164
H -1.867 -3.307 -1.572
H -3.425 -3.097 -0.793
H -2.867 -2.771 2.492
H -3.984 -2.352 1.087
H -3.512 -0.564 3.027
H -3.982 -0.117 1.332
H -2.976 2.005 2.761
H -3.503 1.751 1.079
H -1.104 3.376 2.008
H -2.180 3.717 0.726
Se 1.746 -0.831 2.069
C 3.016 0.238 1.071
C 4.306 -0.296 1.217
C 5.438 0.358 0.707
C 5.312 1.587 0.020
C 4.041 2.105 -0.191
C 2.892 1.475 0.263
H 4.457 -1.260 1.701
H 6.400 -0.049 0.890
H 6.125 2.084 -0.402
H 3.897 2.988 -0.804
H 1.884 1.939 0.082
B 3.432 -3.085 -1.260
C 2.115 -2.374 -1.334
N 1.167 -1.655 -1.207
H 3.648 -3.602 -0.130
H 3.333 -3.888 -2.137
H 4.374 -2.342 -1.561
```

LUMO level ... -8.1 eV
Highest occupied orbital energy ... -13.771 eV
Gap between HOMO and LUMO ... 5.63 eV
Total charge ... +2
Largest force on an atom ... 3.538 eV/Å
Energy relative to the best compared isomer or geometry (same formula, charge and spin) ... 30.5 kcal per mole